(1)
The following is a quantum chemistry calculation of 14 unconnected molecules or ions with the total composition H28O14, from the OMol25 dataset.

Geometry (Å):
H  -0.13284  -0.16407  0.81126
H  -0.01409  0.85163  -0.31315
H  1.03503  -1.70305  -1.68651
H  2.44179  -1.40322  -2.17761
H  -0.92382  -1.16469  -2.37868
H  -0.07358  -1.90089  -3.40100
H  0.32505  2.83309  -2.11851
H  0.40510  4.33962  -1.93406
H  -2.70959  1.05750  -2.23350
H  -2.76104  1.84064  -0.93193
H  2.74652  0.73251  2.52543
H  2.87069  -0.50905  1.65759
H  1.23530  -3.88910  -0.50844
H  0.16183  -2.81834  -0.61418
H  -1.36476  -0.02156  4.67396
H  -0.18304  0.07515  3.72305
H  -2.55456  -3.13877  -0.90673
H  -1.89854  -1.81908  -1.27835
H  -3.48445  0.43505  1.31962
H  -3.30348  1.48125  2.40717
H  -2.77642  -0.34039  2.88628
H  -2.98074  -0.81176  4.31670
H  2.35533  3.74394  -4.24176
H  1.49442  2.52502  -3.95347
H  3.46623  2.40530  -0.21416
H  3.31807  3.80758  -0.78137
H  1.83458  -3.42980  4.47940
H  1.62242  -2.88419  3.07678
O  -0.30355  -0.04937  -0.13038
O  1.75674  -2.08080  -2.20173
O  -0.35437  -1.01599  -3.14196
O  0.55109  3.64502  -2.58614
O  -2.73039  0.94118  -1.27693
O  2.63806  0.42548  1.61826
O  0.53099  -3.57351  -1.08580
O  -0.70694  0.59864  4.33987
O  -1.74302  -2.77028  -1.27360
O  -3.13142  1.31873  1.47284
O  -3.34239  -0.21078  3.65562
O  1.74198  3.13028  -4.66154
O  2.80282  3.04211  -0.50286
O  2.13897  -3.53104  3.57051

Output
E_tot, eV: -29117.00509
LUMO energy, eV: -0.84
Energy above the lowest of the compared OMol25 structures with the same formula, charge and spin, kJ/mol: 448.3
Frontier orbital gap, eV: 8.5957
2S+1: 1

(2)
The following is a quantum chemistry calculation of 14 unconnected molecules or ions with the total composition H28O14, from the OMol25 dataset.

Geometry (Å):
O  -1.76104  -16.04423  18.91065
H  -1.47672  -15.59567  19.70701
H  -1.10461  -15.80856  18.25508
O  -2.20598  -14.14125  24.59777
H  -1.94423  -14.56874  25.41323
H  -1.41100  -14.13401  24.06468
O  -4.43468  -19.59829  20.86195
H  -4.85422  -19.90895  20.05964
H  -4.03561  -18.76362  20.61639
O  0.26366  -15.45182  23.29411
H  1.02328  -14.88161  23.17552
H  0.60086  -16.20208  23.78364
O  -0.61104  -20.29709  20.93380
H  -1.05887  -21.08428  20.62392
H  -1.07537  -20.05674  21.73558
O  -4.24101  -16.84560  19.83564
H  -4.73917  -17.03203  19.03982
H  -3.34922  -16.68337  19.52805
O  -2.22659  -17.45701  22.34485
H  -1.98669  -16.60318  22.70492
H  -2.87240  -17.25864  21.66676
O  0.48412  -17.86345  21.27902
H  0.07102  -18.68999  21.02921
H  -0.24687  -17.28915  21.50719
O  -1.10838  -19.19603  24.12105
H  -1.86970  -19.62542  24.51125
H  -1.47608  -18.48062  23.60220
O  -1.36041  -14.34108  21.50484
H  -0.64328  -14.61739  22.07546
H  -1.17760  -13.42017  21.31846
O  -4.37519  -17.42178  25.11534
H  -4.00990  -17.99097  24.43798
H  -4.65488  -18.02114  25.80728
O  -3.70078  -14.16110  20.49914
H  -2.82409  -13.98939  20.84290
H  -4.01572  -14.90854  21.00744
O  -4.00331  -19.90039  23.65647
H  -4.24058  -19.66531  22.75943
H  -4.51997  -20.68409  23.84382
O  -4.03986  -15.45966  23.09578
H  -4.24476  -16.02247  23.84243
H  -3.40360  -14.83098  23.43661

Output
Net charge: +1
E_tot, eV: -29110.37500
LUMO energy (alpha / beta), eV: -3.32 / -10.14
Energy above the lowest of the compared OMol25 structures with the same formula, charge and spin, kJ/mol: 36.6
Frontier orbital gap (alpha / beta), eV: 9.9972 / 3.1061
2S+1: 2

(3)
The following is a quantum chemistry calculation of 14 unconnected molecules or ions with the total composition H28O14, from the OMol25 dataset.

Geometry (Å):
O  2.41859  -2.29781  -0.92671
H  1.92714  -2.21891  -0.10911
H  3.20102  -1.76390  -0.78888
O  1.13951  3.02180  -1.10913
H  1.40356  3.88936  -0.80280
H  1.81797  2.43349  -0.77771
O  2.99962  1.07890  -0.68206
H  3.61211  1.08861  -1.41758
H  3.33908  0.40250  -0.09598
O  -1.98039  -0.73620  -2.29931
H  -1.68581  -0.67392  -1.39069
H  -1.62208  0.04441  -2.72180
O  0.01583  -0.41743  -0.11273
H  0.85384  0.01798  -0.26887
H  -0.24509  -0.12916  0.76194
O  0.98455  1.06758  -2.95893
H  0.87413  1.65268  -3.70839
H  1.04490  1.65315  -2.20415
O  -0.81964  -2.93615  2.14044
H  -1.35157  -2.14044  2.12924
H  0.04512  -2.64271  2.42735
O  -0.03745  0.48693  2.59649
H  0.39256  -0.33113  2.84567
H  -0.48031  0.77778  3.39367
O  -0.85007  -3.80934  -1.08755
H  -1.57219  -3.93201  -0.47132
H  -0.31300  -3.12163  -0.69405
O  1.08372  -1.69094  -3.30114
H  0.67675  -0.82687  -3.36444
H  1.27219  -1.79973  -2.36900
O  -1.73616  3.29798  1.25444
H  -1.84160  3.27425  0.30336
H  -1.50233  2.40080  1.49242
O  2.40277  1.44542  2.47850
H  2.41810  2.36370  2.74821
H  1.47342  1.21726  2.45641
O  -2.76240  -1.03284  2.38817
H  -2.94083  -0.31991  1.77489
H  -3.27742  -0.81555  3.16519
O  -3.39321  0.44858  0.08068
H  -4.23444  0.64834  -0.33001
H  -2.75048  0.92508  -0.44475

Output
Net charge: +1
E_tot, eV: -29109.87614
LUMO energy (alpha / beta), eV: -3.33 / -9.92
Energy above the lowest of the compared OMol25 structures with the same formula, charge and spin, kJ/mol: 84.8
Frontier orbital gap (alpha / beta), eV: 10.6026 / 3.8308
2S+1: 2

(4)
The following is a quantum chemistry calculation of a molecular structure, H28O14Xe, from the OMol25 dataset.

Geometry (Å):
Xe  0.25275  0.38145  0.19753
O  -2.43940  2.16326  1.32175
H  -2.52198  1.26281  1.63574
H  -2.83010  2.69579  2.01457
O  -0.19586  -3.15198  0.59798
H  0.49099  -3.23007  -0.06412
H  -0.38410  -4.05430  0.85607
O  1.44883  -2.77045  2.75339
H  1.61497  -3.68537  2.98041
H  0.90394  -2.81330  1.96759
O  -0.96305  1.71355  -3.94735
H  -1.04255  1.16378  -3.16782
H  -0.67707  2.56375  -3.61325
O  2.28947  1.65090  3.13388
H  2.82412  2.44477  3.14578
H  1.50077  1.89993  2.65203
O  -2.65894  -0.29441  2.48027
H  -2.68391  -0.91965  1.75592
H  -2.15098  -0.73588  3.16095
O  0.36272  3.04370  1.98176
H  -0.57435  2.97743  1.79805
H  0.75964  3.24603  1.13456
O  -0.44617  -2.23762  -2.97695
H  -1.09012  -2.94570  -2.99022
H  -0.86917  -1.53783  -2.47936
O  -2.55108  -0.53114  -1.52217
H  -3.37562  -0.59771  -2.00376
H  -2.60879  -1.21236  -0.85221
O  2.70244  1.98985  -2.31974
H  3.46164  1.45621  -2.08507
H  2.29796  1.52325  -3.05111
O  3.68806  -1.44190  2.31986
H  3.33187  -0.56955  2.15141
H  2.94556  -1.94336  2.65670
O  -2.77908  -2.22143  0.56927
H  -3.40968  -2.90554  0.79416
H  -1.92615  -2.65141  0.63149
O  1.73153  3.60714  -0.44931
H  1.00057  4.03790  -0.89245
H  2.00493  2.91660  -1.05316
O  1.24194  -0.07875  -3.68975
H  0.68041  0.56066  -4.12801
H  0.64294  -0.76901  -3.40519

Output
E_tot, eV: -38082.87116
LUMO energy, eV: -0.81
Energy above the lowest of the compared OMol25 structures with the same formula, charge and spin, kJ/mol: 36.6
Frontier orbital gap, eV: 9.0943
2S+1: 1

(5)
The following is a quantum chemistry calculation of a molecular structure, H2I2NP, from the OMol25 dataset.

Geometry (Å):
N  0.22311  0.31119  -0.29830
P  1.59167  0.66124  -1.20712
I  3.61756  -1.60376  0.06224
I  2.37531  2.51009  0.11892
H  0.51290  -0.28562  0.52673
H  -0.61182  -0.14402  -0.59310

Output
E_tot, eV: -27011.38021
LUMO energy (alpha / beta), eV: 0.30 / -3.54
Energy above the lowest of the compared OMol25 structures with the same formula, charge and spin, kJ/mol: 0.0
Frontier orbital gap (alpha / beta), eV: 7.8923 / 5.8622
2S+1: 3

(6)
The following is a quantum chemistry calculation of a single H2INO2S molecule, from the OMol25 dataset.

Geometry (Å):
N  0.22885  -1.19925  -0.22927
O  0.99347  -0.33928  0.48993
O  -1.19324  -1.25313  0.02541
S  1.23841  1.27854  -0.02757
I  -2.28660  0.52137  -0.04397
H  0.55667  -1.03852  -1.22800
H  0.46246  2.03028  1.01345

Output
E_tot, eV: -24547.81751
LUMO energy, eV: -1.28
Energy above the lowest of the compared OMol25 structures with the same formula, charge and spin, kJ/mol: 459.9
Frontier orbital gap, eV: 8.1317
SMILES: SONOI
2S+1: 1

(7)
The following is a quantum chemistry calculation of 2 unconnected molecules or ions with the total composition H2INS, from the OMol25 dataset.

Geometry (Å):
N  -0.51522  0.34252  -0.02044
S  -0.83384  1.95675  -0.14178
I  -4.03874  -0.09784  0.21065
H  -1.24674  -0.12606  0.43372
H  0.37147  -0.14009  -0.29051

Output
E_tot, eV: -20456.64392
LUMO energy (alpha / beta), eV: -0.92 / -3.27
Energy above the lowest of the compared OMol25 structures with the same formula, charge and spin, kJ/mol: 157.3
Frontier orbital gap (alpha / beta), eV: 8.1596 / 5.3634
2S+1: 1

(8)
The following is a quantum chemistry calculation of a molecular structure, H2IO2PS, from the OMol25 dataset.

Geometry (Å):
O  0.66936  0.01142  -1.41693
O  0.60456  -0.66834  0.94874
P  0.11534  0.44381  -0.05808
S  0.79769  2.25738  0.30132
I  -2.77858  -0.82310  0.20687
H  0.37784  -0.76549  -1.81495
H  0.21380  -0.45568  1.83303

Output
E_tot, eV: -32352.84634
LUMO energy (alpha / beta), eV: -2.67 / -2.67
Energy above the lowest of the compared OMol25 structures with the same formula, charge and spin, kJ/mol: 147.4
Frontier orbital gap (alpha / beta), eV: 6.7876 / 6.7895
2S+1: 1

The highest E_tot belongs to which entry?
H2INS